No. 1
The following is a quantum chemistry calculation of one molecule with the formula C4H7NO2, from the Open Molecules 2025 dataset.

```
! wB97M-V def2-TZVPD RIJCOSX def2/J DEFGRID3
* xyz 0 1
O 0.090 -1.202 1.901
C 0.362 -0.817 0.575
C -0.706 -0.954 -0.534
N -0.522 0.248 -1.381
C 0.132 1.327 -0.653
C 0.655 0.678 0.597
O 1.149 1.227 1.558
H 0.765 -0.699 2.402
H 1.241 -1.376 0.220
H -0.478 -1.831 -1.149
H -1.738 -1.067 -0.175
H -1.396 0.552 -1.789
H -0.529 2.154 -0.360
H 0.973 1.759 -1.212
*
```

Properties
Gap between HOMO and LUMO (hartree): 0.370
Strongest force on any atom (eV/A): 0.7
ΔE to the lowest compared entry with this formula, charge and spin (kJ/mol): 146.0
E (hartree): -361.82526

Atom charges from the Löwdin analysis, given in e for atoms 1 to 5: O -0.01; C -0.30; C -0.13; N -0.06; C -0.13

=====

No. 2
The following is a quantum chemistry calculation of one molecule with the formula C4H7NO2 at a distorted geometry, from the Open Molecules 2025 dataset.

```
! wB97M-V def2-TZVPD RIJCOSX def2/J DEFGRID3
* xyz 0 1
C -1.390 0.081 0.126
C -1.162 0.186 -1.435
C -0.316 0.814 -0.596
C 2.154 -0.487 1.330
H -0.498 -1.423 0.899
H -2.277 0.813 0.284
H -0.844 -0.624 -2.115
H -1.604 0.876 -1.967
H -0.141 1.876 -0.389
H 3.219 -0.067 0.788
H 1.956 -0.786 2.411
N 1.020 -0.277 0.898
O -1.143 -1.244 0.242
O 1.027 0.261 -0.476
*
```

Properties
Gap between HOMO and LUMO (hartree): 0.373
Strongest force on any atom (eV/A): 7.6
ΔE to the lowest compared entry with this formula, charge and spin (kJ/mol): 700.8
E (hartree): -361.61395

Atom charges from the Löwdin analysis, given in e for atoms 1 to 5: C -0.24; C -0.07; C -0.34; C -0.05; H 0.05

=====

No. 3
The following is a quantum chemistry calculation of one molecule with the formula C4H7NO2, from the Open Molecules 2025 dataset.

```
! wB97M-V def2-TZVPD RIJCOSX def2/J DEFGRID3
* xyz 0 1
C 1.740 -1.149 0.499
C 0.620 -0.203 0.446
N -0.415 0.193 1.385
O -1.353 -0.943 1.415
C -0.277 0.595 -0.011
C -0.936 1.426 -1.038
O -0.369 1.148 -2.299
H 1.344 -2.149 0.708
H 2.282 -1.161 -0.449
H 2.417 -0.873 1.313
H -1.762 -0.820 2.281
H -0.486 0.194 -2.409
H -2.021 1.256 -1.036
H -0.784 2.486 -0.803
*
```

Properties
Gap between HOMO and LUMO (hartree): 0.355
Strongest force on any atom (eV/A): 0.5
ΔE to the lowest compared entry with this formula, charge and spin (kJ/mol): 489.3
E (hartree): -361.69449

Atom charges from the Löwdin analysis, given in e for atoms 1 to 5: C -0.02; C -0.19; N -0.02; O -0.09; C -0.12

=====

No. 4
The following is a quantum chemistry calculation of one molecule with the formula C4H7NO2, from the Open Molecules 2025 dataset.

```
! wB97M-V def2-TZVPD RIJCOSX def2/J DEFGRID3
* xyz 0 1
C 2.002 0.042 0.025
C 0.651 0.389 0.603
O -0.023 1.293 -0.242
C -1.300 0.779 -0.555
C -1.277 -0.639 -0.042
N -2.158 -1.516 -0.244
O -0.143 -0.793 0.688
H 2.514 -0.679 0.668
H 2.614 0.943 -0.069
H 1.856 -0.396 -0.967
H 0.728 0.807 1.616
H -1.461 0.808 -1.636
H -2.094 1.353 -0.063
H -1.908 -2.390 0.219
*
```

Properties
Gap between HOMO and LUMO (hartree): 0.409
Strongest force on any atom (eV/A): 0.4
ΔE to the lowest compared entry with this formula, charge and spin (kJ/mol): 111.1
E (hartree): -361.83853

Atom charges from the Löwdin analysis, given in e for atoms 1 to 5: C 0.00; C -0.39; O -0.06; C -0.09; C -0.43

=====

No. 5
The following is a quantum chemistry calculation of a 2-piece molecular cluster, C4H7NO2 overall, from the Open Molecules 2025 dataset.

```
! wB97M-V def2-TZVPD RIJCOSX def2/J DEFGRID3
* xyz 0 1
O -0.568 -2.111 1.124
N -0.999 -1.781 0.031
C -0.477 -0.555 -0.437
C -0.951 0.356 -1.545
C 0.245 1.261 -1.108
C 0.608 0.177 -0.128
O 0.902 -0.123 2.770
H 0.319 -0.776 2.348
H -1.948 0.792 -1.431
H -0.844 -0.055 -2.553
H -0.059 2.186 -0.608
H 0.988 1.496 -1.876
H 1.422 0.057 0.575
H 1.726 -0.605 2.901
*
```

Properties
Gap between HOMO and LUMO (alpha / beta) (hartree): 0.313 / 0.313
Strongest force on any atom (eV/A): 0.5
ΔE to the lowest compared entry with this formula, charge and spin (kJ/mol): 454.5
E (hartree): -361.70773

Atom charges from the Löwdin analysis, given in e for atoms 1 to 5: O -0.03; N 0.02; C -0.27; C -0.11; C -0.14

=====

No. 6
The following is a quantum chemistry calculation of one molecule with the formula C4H7NO2, from the Open Molecules 2025 dataset.

```
! wB97M-V def2-TZVPD RIJCOSX def2/J DEFGRID3
* xyz 0 1
C -0.714 0.742 -1.346
C -0.242 -0.113 -0.189
C -0.873 -1.382 0.177
O 0.361 -1.360 -0.532
C 0.454 0.643 0.929
O -0.142 1.471 1.594
N 1.761 0.325 1.077
H -1.647 0.363 -1.773
H -0.876 1.771 -1.014
H 0.051 0.746 -2.131
H -0.826 -1.742 1.204
H -1.726 -1.731 -0.401
H 2.274 0.713 1.853
H 2.144 -0.446 0.554
*
```

Properties
Gap between HOMO and LUMO (hartree): 0.394
Strongest force on any atom (eV/A): 0.4
ΔE to the lowest compared entry with this formula, charge and spin (kJ/mol): 117.0
E (hartree): -361.83628

Atom charges from the Löwdin analysis, given in e for atoms 1 to 5: C 0.01; C -0.42; C -0.06; O -0.03; C -0.49

=====

No. 7
The following is a quantum chemistry calculation of one molecule with the formula C4H7NO2, from the Open Molecules 2025 dataset.

```
! wB97M-V def2-TZVPD RIJCOSX def2/J DEFGRID3
* xyz 0 1
C 0.678 0.350 -2.242
C -1.004 -0.253 1.175
C 0.000 0.182 0.164
N -0.463 -0.632 2.379
C -0.255 0.014 -1.134
O 1.197 0.696 0.611
O -2.198 -0.241 0.978
H 1.115 0.939 1.535
H -1.094 -1.015 3.064
H 0.504 -0.903 2.438
H -1.201 -0.416 -1.391
H 0.952 -0.563 -2.776
H 1.581 0.824 -1.850
H 0.190 1.016 -2.952
*
```

Properties
Gap between HOMO and LUMO (hartree): 0.353
Strongest force on any atom (eV/A): 0.6
ΔE to the lowest compared entry with this formula, charge and spin (kJ/mol): 71.8
E (hartree): -361.85353

Atom charges from the Löwdin analysis, given in e for atoms 1 to 5: C -0.08; C -0.50; C -0.27; N 0.16; C -0.07

=====

No. 8
The following is a quantum chemistry calculation of one molecule with the formula C4H7NO2, from the Open Molecules 2025 dataset.

```
! wB97M-V def2-TZVPD RIJCOSX def2/J DEFGRID3
* xyz 0 1
O -1.183 1.139 1.511
C -0.191 0.906 0.552
C 0.782 -0.231 0.917
N 0.452 -1.287 -0.047
C 0.190 -0.615 -1.317
C -0.801 0.380 -0.748
O -1.941 0.591 -1.082
H -2.025 1.138 1.028
H 0.360 1.835 0.327
H 1.826 0.115 0.831
H 0.602 -0.561 1.943
H 1.121 -2.045 -0.096
H -0.259 -1.272 -2.064
H 1.066 -0.095 -1.755
*
```

Properties
Gap between HOMO and LUMO (hartree): 0.372
Strongest force on any atom (eV/A): 0.5
ΔE to the lowest compared entry with this formula, charge and spin (kJ/mol): 139.2
E (hartree): -361.82784

Atom charges from the Löwdin analysis, given in e for atoms 1 to 5: O 0.00; C -0.31; C -0.15; N -0.06; C -0.13

=====

No. 9
The following is a quantum chemistry calculation of one molecule with the formula C4H7NO2 at a distorted geometry, from the Open Molecules 2025 dataset.

```
! wB97M-V def2-TZVPD RIJCOSX def2/J DEFGRID3
* xyz 0 1
C 0.788 -0.716 -0.917
C -0.422 -1.313 1.313
C -0.302 2.069 -0.096
C 0.019 -0.253 0.295
N -0.457 -0.563 -1.063
O 1.797 -1.313 -1.532
O 0.102 1.014 0.797
H -0.542 -2.204 0.908
H 0.105 -1.244 2.254
H -1.412 -1.086 1.617
H -1.218 1.816 -0.618
H 0.591 2.395 -0.894
H -0.578 2.993 0.407
H 1.528 -1.594 -2.471
*
```

Properties
Gap between HOMO and LUMO (hartree): 0.356
Strongest force on any atom (eV/A): 5.4
ΔE to the lowest compared entry with this formula, charge and spin (kJ/mol): 378.3
E (hartree): -361.73677

Atom charges from the Löwdin analysis, given in e for atoms 1 to 5: C -0.33; C 0.02; C -0.09; C -0.46; N 0.21

=====

No. 10
The following is a quantum chemistry calculation of one molecule with the formula C4H7NO2, from the Open Molecules 2025 dataset.

```
! wB97M-V def2-TZVPD RIJCOSX def2/J DEFGRID3
* xyz 0 1
C 0.861 1.534 -0.629
C 0.357 0.392 -0.164
N 0.944 -0.372 0.872
O 1.907 0.361 1.590
C -0.850 -0.236 -0.793
C -1.686 -1.253 -0.146
O -2.124 0.089 -0.239
H 1.714 2.004 -0.154
H 0.403 2.025 -1.481
H 0.256 -0.659 1.561
H 2.736 -0.083 1.364
H -0.834 -0.225 -1.883
H -2.221 -1.975 -0.761
H -1.465 -1.603 0.863
*
```

Properties
Gap between HOMO and LUMO (hartree): 0.359
Strongest force on any atom (eV/A): 0.3
ΔE to the lowest compared entry with this formula, charge and spin (kJ/mol): 411.8
E (hartree): -361.72399

Atom charges from the Löwdin analysis, given in e for atoms 1 to 5: C 0.07; C -0.30; N -0.04; O -0.06; C -0.25

=====

No. 11
The following is a quantum chemistry calculation of a 2-piece molecular cluster, C4H7NO2 overall, from the Open Molecules 2025 dataset.

```
! wB97M-V def2-TZVPD RIJCOSX def2/J DEFGRID3
* xyz 0 1
C 0.941 0.932 1.400
C -0.522 0.813 1.710
O -1.425 1.053 0.942
C -1.037 -0.668 -1.494
C 0.223 -1.225 -0.987
N 0.334 -0.434 -2.079
O 0.847 -1.951 -0.258
H 1.444 -0.017 1.619
H 1.366 1.693 2.067
H 1.111 1.212 0.357
H -0.751 0.494 2.747
H -1.478 0.229 -1.070
H -1.733 -1.367 -1.961
H 0.671 -0.758 -2.978
*
```

Properties
Gap between HOMO and LUMO (hartree): 0.392
Strongest force on any atom (eV/A): 0.6
ΔE to the lowest compared entry with this formula, charge and spin (kJ/mol): 268.7
E (hartree): -361.77853

Atom charges from the Löwdin analysis, given in e for atoms 1 to 5: C -0.06; C -0.30; O 0.02; C -0.03; C -0.51

=====

No. 12
The following is a quantum chemistry calculation of one molecule with the formula C4H7NO2, from the Open Molecules 2025 dataset.

```
! wB97M-V def2-TZVPD RIJCOSX def2/J DEFGRID3
* xyz 0 1
N 1.358 0.990 0.591
C 0.747 0.079 1.360
O 0.755 0.024 2.575
C -0.017 -1.042 0.582
C -1.048 -0.604 -0.357
C -0.849 0.432 -1.387
O 0.412 0.345 -1.809
H 1.859 1.731 1.058
H 1.242 0.941 -0.442
H -0.420 -1.735 1.323
H 0.740 -1.579 -0.010
H -1.960 -1.212 -0.379
H -1.204 1.402 -0.934
H -1.616 0.227 -2.171
*
```

Properties
Gap between HOMO and LUMO (alpha / beta) (hartree): 0.262 / 0.252
Strongest force on any atom (eV/A): 0.5
ΔE to the lowest compared entry with this formula, charge and spin (kJ/mol): 383.7
E (hartree): -361.73471

Atom charges from the Löwdin analysis, given in e for atoms 1 to 5: N 0.18; C -0.53; O 0.06; C -0.08; C 0.13

=====

> The highest strongest force on any atom belongs to which entry?

number 2

=====

Please write out number 12 again, unchanged.
The following is a quantum chemistry calculation of one molecule with the formula C4H7NO2, from the Open Molecules 2025 dataset.

```
! wB97M-V def2-TZVPD RIJCOSX def2/J DEFGRID3
* xyz 0 1
N 1.358 0.990 0.591
C 0.747 0.079 1.360
O 0.755 0.024 2.575
C -0.017 -1.042 0.582
C -1.048 -0.604 -0.357
C -0.849 0.432 -1.387
O 0.412 0.345 -1.809
H 1.859 1.731 1.058
H 1.242 0.941 -0.442
H -0.420 -1.735 1.323
H 0.740 -1.579 -0.010
H -1.960 -1.212 -0.379
H -1.204 1.402 -0.934
H -1.616 0.227 -2.171
*
```

Properties
Gap between HOMO and LUMO (alpha / beta) (hartree): 0.262 / 0.252
Strongest force on any atom (eV/A): 0.5
ΔE to the lowest compared entry with this formula, charge and spin (kJ/mol): 383.7
E (hartree): -361.73471

Atom charges from the Löwdin analysis, given in e for atoms 1 to 5: N 0.18; C -0.53; O 0.06; C -0.08; C 0.13